Formula: C19H40NOP3Ti
Source: OMol25
Level of theory: wB97M-V/def2-TZVPD

Its HOMO energy (alpha / beta) is -17.18 / -17.17 eV. The calculated total energy is -74845.1341 eV. The calculation puts the orbital gap (alpha / beta) at 8.21 / 5.67 eV. As for the charge: +3. The value obtained for the LUMO energy (alpha / beta) is -8.96 / -11.50 eV. The multiplicity is 2.

XYZ file:
```
65
C19H40NOP3Ti | OMol25 | wB97M-V/def2-TZVPD
Ti -1.13244 1.12391 -0.28997
P 2.60693 -1.54149 1.17328
P 0.62307 2.94269 0.11636
P -2.08307 -1.30678 0.15738
H -1.56082 3.42809 -1.64086
C -1.76785 2.35988 -1.69778
C -2.87465 1.81642 -0.91800
H -3.34966 2.49285 -0.19757
C 4.19274 -2.38257 1.08131
C 2.82700 0.01840 2.06920
C 1.46508 -2.51435 2.17618
C 0.45613 4.63674 -0.56934
C 1.08806 3.32849 1.84186
C 2.22074 2.39971 -0.58225
C -3.61841 -1.64407 -0.79197
C -2.46355 -1.87682 1.85424
C -1.08125 -2.74551 -0.42243
H -1.53596 1.92941 -2.67908
H -3.60670 1.15995 -1.38584
H 4.64157 -2.39812 2.08355
H 4.85163 -1.84919 0.38537
H 4.03901 -3.40675 0.72045
H 3.48807 -0.15782 2.93272
H 1.86706 0.39650 2.44589
H 3.28598 0.79128 1.44335
H 1.17447 -3.43801 1.65294
H 0.56156 -1.93357 2.42261
H 1.97788 -2.78568 3.11449
H 1.38794 5.21009 -0.43731
H -0.35680 5.14897 -0.03900
H 0.21243 4.59471 -1.63827
H 2.18143 3.30941 1.94026
H 0.64665 2.61784 2.54881
H 0.72167 4.33270 2.08735
H 2.99613 3.14453 -0.35945
H 2.12069 2.28423 -1.66508
H 2.51758 1.43012 -0.17249
H -4.18140 -2.45391 -0.30641
H -3.32948 -1.95237 -1.80643
H -4.24997 -0.75079 -0.87376
H -3.37293 -2.49021 1.82363
H -2.61674 -1.04341 2.54401
H -1.63802 -2.49004 2.23851
H -1.61016 -3.26534 -1.23107
H -0.89357 -3.44311 0.40378
H -0.11841 -2.41550 -0.81986
C 0.32709 -0.60846 -2.46610
C 1.45447 -1.20140 -3.09719
C 1.26337 -2.01151 -4.21101
C -0.01203 -2.24586 -4.74331
C -1.10017 -1.53220 -4.24314
C -0.93099 -0.70195 -3.13251
O 0.46097 -0.08614 -1.24080
H 2.15183 -1.37807 -0.17653
H 2.44476 -1.01047 -2.67365
H 2.13231 -2.46364 -4.69905
H -0.15988 -2.93903 -5.57628
H -2.08967 -1.56658 -4.71958
H -1.79587 -0.13824 -2.76232
C -1.89041 1.19087 4.30630
C -1.68163 1.32327 2.89163
N -1.45236 1.30605 1.74440
H -0.94055 0.93049 4.80343
H -2.62298 0.39268 4.51981
H -2.26786 2.12868 4.74257
```

=====

Formula: C19H40OP2Sn
Source: OMol25
Level of theory: wB97M-V/def2-TZVPD

Its HOMO energy (alpha / beta) is -12.38 / -12.38 eV. The calculated total energy is -46789.8495 eV. The calculation puts the orbital gap (alpha / beta) at 6.17 / 6.06 eV. As for the charge: +2. The value obtained for the LUMO energy (alpha / beta) is -6.21 / -6.33 eV. The multiplicity is 1.

XYZ file:
```
63
C19H40OP2Sn | OMol25 | wB97M-V/def2-TZVPD
P 0.14246 -1.92903 -5.53118
P 0.15360 2.18986 -5.29192
C -0.28101 -0.47452 -6.54788
C 0.60727 0.80772 -6.42428
H -1.35730 -0.24972 -6.42827
H -0.18087 -0.86988 -7.57471
H 1.66656 0.55077 -6.22813
H 0.59944 1.29069 -7.42123
C -1.28279 2.98680 -6.07764
H -1.73384 3.71116 -5.38516
H -2.05005 2.24900 -6.35854
H -0.96462 3.51865 -6.98460
C 1.49590 3.39588 -5.34927
H 1.32433 4.09998 -6.17898
H 2.45566 2.88636 -5.50815
H 1.53470 3.96208 -4.40822
C -0.96977 -3.26538 -5.95762
H -1.07087 -3.96760 -5.11807
H -0.57010 -3.80520 -6.82924
H -1.96316 -2.86600 -6.20844
C 1.81176 -2.41303 -5.98708
H 2.49809 -1.56014 -5.99067
H 1.78469 -2.84477 -6.99848
H 2.19564 -3.17432 -5.29912
Sn 1.70769 -0.18411 0.51839
C -0.30169 1.95332 -3.53430
C -1.73713 1.69108 -3.44091
C -2.24852 0.44157 -3.90937
C -2.21476 -0.74008 -2.87134
C -1.22287 -1.73460 -3.22877
C 0.10891 -1.53656 -3.79510
C 1.08801 -0.32990 -3.46558
C 0.59699 0.92165 -2.74594
C 0.73097 -2.17513 0.52082
H -0.10824 2.94659 -3.07851
H -2.39518 2.48411 -3.08725
H -1.56321 0.13866 -4.72038
H -3.25987 0.54153 -4.34091
H -2.08550 -0.34936 -1.84016
H -3.20887 -1.23551 -2.90132
H -1.47614 -2.78316 -3.05994
H 0.68670 -2.43394 -3.45861
H 1.67013 -0.04915 -4.36296
H 1.87246 -0.76900 -2.81642
H 0.11029 0.64486 -1.79948
H 1.50846 1.47705 -2.44932
H 1.46239 -2.89862 0.90980
H 0.45720 -2.43276 -0.51195
H -0.16451 -2.16855 1.15598
C 1.71328 0.64795 3.79830
C 0.31023 0.42115 3.22244
C -0.23716 -0.91921 3.71848
C -0.62681 1.52361 3.71581
O 0.28573 0.47698 1.80447
H 1.65726 0.66406 4.89717
H 2.12596 1.60885 3.46665
H 2.41032 -0.15374 3.51446
H -0.31186 -0.90098 4.81437
H -1.24077 -1.10983 3.31438
H 0.41603 -1.75551 3.44043
H -0.27947 2.51110 3.39643
H -1.64264 1.38529 3.32265
H -0.68225 1.51817 4.81079
```

=====

Formula: C19H40OP2V
Source: OMol25
Level of theory: wB97M-V/def2-TZVPD

Its HOMO energy (alpha / beta) is -5.83 / -6.03 eV. The calculated total energy is -66657.4397 eV. The calculation puts the orbital gap (alpha / beta) at 5.86 / 6.01 eV. The value obtained for the LUMO energy (alpha / beta) is 0.03 / -0.02 eV. The multiplicity is 4.

XYZ file:
```
63
C19H40OP2V | OMol25 | wB97M-V/def2-TZVPD
P -2.76786 4.40572 -0.59633
P -5.38933 1.61063 -0.75572
C -4.41725 4.15377 -1.37289
C -5.49426 3.40186 -0.55937
H -4.23196 3.66895 -2.34570
H -4.80070 5.16699 -1.58017
H -5.44970 3.64133 0.51219
H -6.50096 3.66911 -0.91404
C -6.22581 1.09831 -2.27770
H -5.90212 0.07666 -2.53498
H -5.95579 1.77125 -3.10449
H -7.31479 1.10720 -2.12692
C -6.25537 0.77606 0.60435
H -7.30374 0.60947 0.31341
H -6.23298 1.38244 1.51992
H -5.78706 -0.19592 0.81252
C -1.90709 5.37627 -1.83456
H -0.82228 5.36742 -1.67364
H -2.25921 6.42058 -1.77410
H -2.12641 5.00722 -2.84750
C -3.13609 5.55358 0.75232
H -3.85161 5.12607 1.46335
H -3.57036 6.47496 0.33829
H -2.21641 5.82051 1.28813
V 0.98917 2.16757 -0.80269
C -2.82638 -0.63884 0.80046
C -3.00110 -0.83274 -0.51471
C -2.95880 0.24532 -1.55110
C -1.64074 1.00015 -1.86716
C -1.28286 2.19513 -1.07394
C -2.05152 2.85133 0.05640
C -2.82333 1.90516 1.00478
C -2.07856 0.57850 1.26655
C 1.53217 2.72702 1.17080
H -3.09083 -1.38923 1.54956
H -3.23452 -1.85046 -0.84711
H -3.74005 1.05556 -1.29827
H -3.30757 -0.21802 -2.48911
H -0.81015 0.27031 -1.98643
H -1.78355 1.37828 -2.91735
H -0.65206 2.93520 -1.66872
H -1.27824 3.31065 0.71387
H -3.84518 1.67431 0.61688
H -3.02136 2.41352 1.97098
H -1.08406 0.58601 0.76520
H -1.88293 0.53346 2.34795
H 1.47076 1.85510 1.84769
H 0.97675 3.57740 1.58216
H 2.59839 3.02160 0.97531
C 0.89148 -2.18141 -1.03655
C 1.51321 -1.02234 -0.26084
C 1.15812 -1.26105 1.20557
C 3.02417 -1.15630 -0.43351
O 1.06273 0.20189 -0.76146
H 1.29236 -3.12643 -0.64603
H 1.13032 -2.11227 -2.10020
H -0.19632 -2.20378 -0.93433
H 1.58325 -2.21855 1.54025
H 1.54942 -0.48161 1.86188
H 0.07499 -1.31178 1.34406
H 3.27526 -1.08448 -1.49092
H 3.56644 -0.37616 0.10209
H 3.36585 -2.13156 -0.06936
```

=====

Formula: C19H41AsN5SeSi3TcTe
Source: OMol25
Level of theory: wB97M-V/def2-TZVPD

Its HOMO energy (alpha / beta) is -10.04 / -10.19 eV. The calculated total energy is -187123.9984 eV. The calculation puts the orbital gap (alpha / beta) at 5.50 / 6.40 eV. As for the charge: +1. The value obtained for the LUMO energy (alpha / beta) is -4.54 / -3.80 eV. The multiplicity is 2.

XYZ file:
```
72
C19H41AsN5SeSi3TcTe | OMol25 | wB97M-V/def2-TZVPD
Tc 1.03195 -1.00796 -0.94151
C -2.62040 0.84542 -4.20119
Si -2.72776 -0.44113 -2.89382
C -3.30109 0.27146 -1.29296
C -3.65055 -1.93124 -3.44463
Se -0.51901 -1.17849 -2.66424
H -3.62324 1.17633 -4.48992
H -2.11557 0.46307 -5.09002
H -2.06419 1.71054 -3.83319
H -4.25663 0.78661 -1.43793
H -2.57292 1.00263 -0.93388
H -3.44440 -0.48681 -0.52184
H -4.67596 -1.64561 -3.70143
H -3.69004 -2.69616 -2.66973
H -3.18680 -2.36267 -4.33380
C -0.92481 6.69518 -0.83624
C -0.25642 5.34583 -0.88004
C -0.08057 4.59028 0.26990
C 0.56875 3.35770 0.24797
C 0.74203 2.61245 1.54209
C 1.05541 2.87640 -0.96749
Te 2.34819 1.20541 -1.06771
C 0.85522 3.59735 -2.15722
C 1.30721 3.09986 -3.50865
C 0.20377 4.82355 -2.08286
H -1.23498 6.95392 0.17512
H -1.80760 6.71616 -1.47743
H -0.24825 7.47460 -1.19048
H -0.45263 4.96870 1.21690
H 0.06230 3.00114 2.29971
H 1.76270 2.71023 1.92556
H 0.54300 1.54944 1.40824
H 1.07379 2.04351 -3.64867
H 2.38559 3.21207 -3.63845
H 0.81803 3.66638 -4.29993
H 0.04878 5.38587 -2.99862
C 2.55810 0.07148 2.85928
Si 0.88485 -0.63046 3.18810
C 1.05389 -2.17959 4.17792
C -0.27925 0.50466 4.05905
As -0.12293 -1.19661 1.09209
Si -1.38486 -3.20398 1.37342
C -2.11465 -3.68835 -0.24115
C -2.69021 -2.72074 2.58918
C -0.34096 -4.58345 2.00219
H 2.77859 0.85902 3.58508
H 2.64939 0.49907 1.85980
H 3.31057 -0.71402 2.97173
H 1.48824 -1.88051 5.13857
H 1.72072 -2.91389 3.72234
H 0.09506 -2.65990 4.37970
H 0.26660 1.13769 4.76378
H -1.00046 -0.09082 4.62528
H -0.83709 1.15039 3.38373
H -2.55009 -2.83528 -0.75596
H -2.89975 -4.43158 -0.06596
H -1.36140 -4.12159 -0.90204
H -3.20409 -1.80911 2.27567
H -2.26132 -2.53392 3.57734
H -3.43399 -3.51637 2.69061
H 0.36924 -4.92313 1.24403
H -1.02639 -5.41136 2.21494
H 0.20422 -4.35616 2.91700
N 6.01329 -2.75129 -1.66031
N 4.79763 -2.63145 -1.01708
N 4.44524 -3.46804 -0.05689
C 3.20841 -3.06093 0.18563
N 2.86499 -2.03266 -0.59476
N 3.92195 -1.76938 -1.37166
H 6.67284 -3.16333 -1.01174
H 6.28756 -1.84157 -2.01134
H 2.56314 -3.49482 0.93083
```

=====

Formula: C19H41F4N19O11
Source: OMol25
Level of theory: wB97M-V/def2-TZVPD

Its HOMO energy is -8.88 eV. Its structure (SMILES) is O=C1NC(=O)c2cc(C(F)(F)C(F)F)ccc21.NC(N)=O.NC(N)=O.NC(N)=O.NC(N)=O.NC(N)=O.NC(N)=O.NC(N)=O.NC(N)=O.NC(N)=O. The calculated total energy is -82082.5012 eV. The calculation puts the orbital gap at 8.59 eV. The value obtained for the LUMO energy is -0.29 eV. The multiplicity is 1.

XYZ file:
```
94
C19H41F4N19O11 | OMol25 | wB97M-V/def2-TZVPD
O 4.49682 -2.24814 3.43464
C 3.65111 -1.39336 3.38636
N 3.91643 0.00344 3.14223
C 2.71696 0.56812 2.60971
O 2.65022 1.57068 1.93639
C 1.59617 -0.32278 3.08094
C 0.26134 -0.12003 3.11167
C -0.55642 -1.09425 3.63310
C -2.06300 -0.97812 3.76430
F -2.36922 -0.78219 5.07057
F -2.58922 -2.18825 3.42274
C -2.74149 0.11545 2.93842
F -2.25327 1.34692 3.19035
F -2.73402 -0.17768 1.62969
C 0.00265 -2.26882 4.09386
C 1.36962 -2.50263 4.06224
C 2.14847 -1.50262 3.54375
H 4.21252 0.42679 4.01715
H -0.13870 0.80971 2.72291
H -3.80295 0.13472 3.22483
H -0.66713 -3.01043 4.51242
H 1.83838 -3.40744 4.42933
N 5.39372 -4.00628 1.29009
C 4.80734 -5.19453 0.96531
N 5.13273 -5.66222 -0.27797
O 4.05256 -5.79131 1.71711
H 6.01341 -3.51185 0.67230
H 5.18722 -3.61519 2.19547
H 4.72512 -6.53122 -0.56546
H 5.75270 -5.17752 -0.90354
N -1.32065 -7.36306 5.08153
C -0.71792 -6.50026 4.20839
N -1.29991 -6.42191 2.97598
O 0.26626 -5.84693 4.50866
H -2.13023 -7.90773 4.85545
H -0.91781 -7.44384 5.99583
H -0.88140 -5.79790 2.31179
H -2.11046 -6.94615 2.70801
N -6.35701 -3.75610 0.48414
C -5.53643 -3.55018 1.56204
N -4.86191 -2.36306 1.55454
O -5.41958 -4.36853 2.45720
H -6.46833 -3.09897 -0.26341
H -6.86774 -4.61809 0.45628
H -4.24777 -2.17571 2.32830
H -4.94526 -1.68027 0.82529
N -3.78492 4.55613 -0.63739
C -3.35996 3.52070 0.13089
N -3.20342 3.81412 1.45894
O -3.13360 2.40405 -0.32191
H -3.97970 5.47826 -0.27763
H -3.90796 4.37868 -1.62098
H -2.89005 3.07463 2.05953
H -3.38357 4.71895 1.85073
N 6.32269 -1.92585 -3.98799
C 5.87509 -2.59075 -2.89396
N 4.52006 -2.56635 -2.71226
O 6.62408 -3.17578 -2.11763
H 5.72760 -1.44086 -4.63985
H 7.31191 -1.92593 -4.14750
H 4.15440 -3.04920 -1.91148
H 3.88661 -2.09673 -3.33018
N 2.23930 6.53122 1.07839
C 2.59604 5.35283 1.68456
N 2.32034 4.22758 0.96878
O 3.12090 5.32295 2.78568
H 1.80678 6.58320 0.17669
H 2.42790 7.37867 1.57890
H 2.56717 3.33914 1.38252
H 1.88877 4.23960 0.06473
N -5.73713 2.58173 -3.36608
C -5.14435 3.42409 -4.26276
N -5.75144 3.49662 -5.48679
O -4.14351 4.06368 -3.98954
H -6.55851 2.04508 -3.56673
H -5.31004 2.50204 -2.45819
H -5.33787 4.10585 -6.16703
H -6.57279 2.97863 -5.73188
N -4.72669 8.64818 -2.13566
C -5.17310 7.99751 -1.02527
N -6.52345 8.03021 -0.83277
O -4.41592 7.42437 -0.25564
H -5.32725 9.12399 -2.78075
H -3.73797 8.63989 -2.30483
H -6.88238 7.55956 -0.02327
H -7.16211 8.49328 -1.45005
N 7.33337 -0.25044 -8.11371
C 6.75720 -1.29651 -7.45483
N 7.06394 -2.53291 -7.94060
O 6.01825 -1.13844 -6.49533
H 7.94253 -0.35711 -8.90177
H 7.12638 0.67202 -7.77880
H 6.65530 -3.32236 -7.47524
H 7.66721 -2.68852 -8.72503
```

=====

Formula: C19H41N2O4S4
Source: OMol25
Level of theory: wB97M-V/def2-TZVPD

Its HOMO energy is -10.78 eV. The calculated total energy is -74869.1096 eV. The calculation puts the orbital gap at 7.85 eV. As for the charge: +1. The value obtained for the LUMO energy is -2.93 eV. The multiplicity is 1.

XYZ file:
```
70
C19H41N2O4S4 | OMol25 | wB97M-V/def2-TZVPD
C 5.11969 -1.48634 0.33940
C 4.03640 -0.97746 0.30540
C 2.72808 -0.56245 0.64217
N 1.64116 -1.25634 0.28306
C 0.53382 -0.60125 0.78593
C 0.96256 0.51205 1.43421
C 0.17974 1.55344 2.14832
C -1.04783 2.02794 1.34301
C -2.35468 1.25567 1.65232
C -2.91482 0.56121 0.41544
C -4.28632 -0.09255 0.71189
N 2.35913 0.51956 1.32909
C 3.30514 1.47470 1.86448
H 6.09195 -1.90514 0.39192
H 1.67610 -2.11240 -0.26848
H -0.46546 -0.95916 0.65472
H -0.14673 1.16189 3.10701
H 0.79757 2.41761 2.36452
H -0.83940 2.03999 0.27598
H -1.20928 3.06216 1.63346
H -3.11824 1.95256 1.98209
H -2.19887 0.55523 2.46775
H -2.25080 -0.21473 0.04364
H -2.99881 1.31524 -0.35733
H -5.05605 0.64930 0.53749
H -4.37906 -0.94649 0.05058
H -4.26527 -0.43510 1.74132
H 3.98889 0.97969 2.54438
H 3.89573 1.93277 1.07977
H 2.79921 2.25465 2.41001
C -1.17691 -1.80080 -2.60441
S -0.67690 -0.10142 -2.90060
O -1.81465 0.76581 -2.49429
C -0.68391 -0.20922 -4.69153
H -1.27659 -1.94272 -1.53003
H -2.13634 -1.98473 -3.08813
H -0.41393 -2.47687 -2.98701
H -1.67595 -0.50415 -5.03260
H 0.06406 -0.93387 -5.01278
H -0.43353 0.77261 -5.08860
C -5.43525 -0.92265 6.10259
S -5.53629 -0.11724 4.50149
O -4.15715 -0.09700 3.93720
C -5.86789 1.52843 5.13665
H -5.19126 -1.96949 5.93620
H -4.65501 -0.45188 6.70056
H -6.39918 -0.84771 6.60506
H -5.05873 1.83511 5.79952
H -6.81786 1.52390 5.67020
H -5.92867 2.20842 4.28966
C 3.13944 -5.28250 -2.65894
S 3.11521 -3.66343 -1.89425
O 1.68646 -3.20792 -1.82787
C 3.89246 -2.78620 -3.24997
H 2.64958 -5.98142 -1.98455
H 2.60335 -5.24649 -3.60686
H 4.17330 -5.58801 -2.81516
H 3.30666 -2.92440 -4.15828
H 4.90497 -3.16450 -3.38728
H 3.92886 -1.72903 -2.99284
C 4.18123 3.52517 -2.22623
S 3.21642 2.16882 -2.90716
O 3.19639 2.34013 -4.37847
C 1.62762 2.73058 -2.28657
H 5.21543 3.38886 -2.53481
H 3.80396 4.47141 -2.61315
H 4.11845 3.50584 -1.13759
H 1.41497 3.73464 -2.65357
H 1.63939 2.71921 -1.19513
H 0.87426 2.03849 -2.65406
```